Entry 1:
A cluster of 2 separate species, H3NP2S in total, computed with the ωB97M-V functional and the def2-TZVPD basis.

XYZ file:
```
7
Properties=species:S:1:pos:R:3:forces:R:3:lowdin_charge:R:1
N -2.2369 -0.5702 -0.9663 -1.51 -4.25 1.31 -0.4420
P 2.0465 -0.0359 -0.3366 1.66 0.81 0.93 0.1966
P -1.2627 0.5636 -1.0882 0.54 3.84 -0.10 0.6019
S 3.1459 0.9629 0.9747 -1.07 -0.78 -0.89 -0.0377
H -1.8484 -1.5278 -0.7209 -0.45 1.47 -0.89 -0.0069
H 2.9347 0.1696 -1.4613 -0.49 -0.14 0.03 -0.2013
H -2.3232 1.6968 -1.0405 1.32 -0.95 -0.38 -0.1107
```
Positions in Å, forces in eV/Å.

**HOMO**: -8.825 eV
**Total energy**: -1137.3521 Eh
**SMILES string**: [H]/N=P/[H].P=S
**Kohn-Sham gap**: 7.17 eV
**2S+1**: 1



Entry 2:
A cluster of 2 separate species, H3O2 in total, computed with the ωB97M-V functional and the def2-TZVPD basis.

XYZ file:
```
5
Properties=species:S:1:pos:R:3:forces:R:3:lowdin_charge:R:1
O 0.1725 0.1349 1.2399 -1.03 -0.05 0.09 -0.4474
H -0.7775 0.3395 1.3716 0.83 -0.23 -0.07 -0.0963
O 0.5045 -0.4035 -1.1451 -1.00 0.28 0.16 -0.3403
H -0.1839 0.2154 -1.4610 0.64 -0.47 0.04 -0.0531
H 0.2844 -0.2863 -0.0053 0.56 0.47 -0.22 -0.0629
```
Positions in Å, forces in eV/Å.

**Charge**: -1
**HOMO**: -3.317 eV
**Total energy**: -152.2793 Eh
**Kohn-Sham gap**: 8.94 eV
**2S+1**: 1



no.,LUMO (eV),maximum force (eV/Å)
1,-1.65,4.7
2,5.63,1.1